Record 1
# C37H45HfN8O

A molecular structure, C37H45HfN8O (the ωB97M-V functional and the def2-TZVPD basis, the Open Molecules 2025 dataset).

The geometry in XYZ format:
```
92
Properties=species:S:1:pos:R:3:forces:R:3:lowdin_charge:R:1
Hf 0.29725 -0.26589 0.71823 0.3002 0.8473 0.6685 1.83
C -0.14847 -2.24362 -0.41589 -0.0666 -0.3591 -0.1618 -0.10
C -0.10880 -2.53041 0.99222 -0.1453 -0.2573 0.0286 -0.19
C -1.26424 -1.89435 1.58137 -0.2275 -0.0638 -0.3281 -0.15
C -1.92962 -1.20660 0.50723 0.2930 -0.2027 -0.0619 -0.06
C -1.28687 -1.46641 -0.73436 -0.1397 -0.0027 0.0330 -0.24
C -1.80961 -1.15200 -2.12326 -0.0284 0.0412 0.0354 -0.55
C -2.60648 0.15372 -2.15827 -0.0269 -0.0215 -0.0008 -0.03
C -0.67473 -1.06522 -3.14198 0.0406 0.0559 0.0130 -0.03
C -2.73938 -2.33187 -2.47138 0.0054 -0.0187 -0.0050 0.00
C -1.78915 -1.67456 3.01252 0.1040 -0.0736 -0.0287 -0.51
C -1.32640 -0.26849 3.43513 -0.1442 0.0158 -0.0042 -0.03
C -1.34434 -2.69928 4.05563 -0.0155 -0.0244 0.0209 -0.03
C -3.32727 -1.70996 2.99679 -0.0119 0.0576 0.0423 -0.01
C 1.17082 -3.11412 1.62318 -0.0429 -0.0908 -0.1397 -0.52
C 1.75420 -1.99795 2.50630 0.0467 0.0483 0.0339 -0.02
C 0.93893 -4.42737 2.37937 0.0482 0.0283 0.0123 0.01
C 2.21470 -3.42333 0.53972 0.1141 0.0371 -0.0296 -0.04
H 0.56193 -2.62457 -1.13341 -0.0500 -0.0165 0.0097 0.13
H -2.84211 -0.64460 0.61714 -0.0329 -0.0080 0.0132 0.12
H -1.97050 1.02612 -1.97583 -0.0039 -0.0157 0.0118 0.08
H -3.44421 0.15024 -1.45760 0.0107 -0.0015 0.0228 0.09
H -3.04178 0.28484 -3.14870 0.0230 -0.0032 -0.0059 0.11
H -0.04523 -0.19038 -2.94236 0.0172 -0.0120 -0.0268 0.07
H -1.08928 -0.92859 -4.14009 -0.0046 -0.0107 -0.0016 0.11
H -0.06143 -1.96776 -3.17234 -0.0112 -0.0085 -0.0012 0.09
H -3.56572 -2.41026 -1.76383 0.0006 -0.0024 0.0009 0.10
H -2.19723 -3.27819 -2.47946 -0.0051 -0.0060 -0.0003 0.10
H -3.16098 -2.17406 -3.46414 0.0078 0.0018 -0.0024 0.11
H -0.24130 -0.08579 3.25928 0.0734 0.0103 0.0069 0.06
H -1.44633 -0.13406 4.51167 0.0788 0.0301 0.0062 0.12
H -1.89650 0.51586 2.93816 0.0024 -0.0200 0.0121 0.08
H -0.27839 -2.68871 4.26546 0.0094 -0.0249 0.0075 0.07
H -1.64863 -3.70755 3.77775 0.0219 0.0064 -0.0205 0.11
H -1.84484 -2.46295 4.99472 -0.0068 0.0085 -0.0089 0.11
H -3.77659 -0.90879 2.41160 0.0072 0.0109 -0.0186 0.08
H -3.69206 -1.59298 4.01734 -0.0002 -0.0076 -0.0104 0.11
H -3.69444 -2.66537 2.62181 0.0206 -0.0089 -0.0050 0.12
H 1.12958 -1.71547 3.35002 0.0226 0.0034 -0.0016 0.07
H 2.03453 -1.06879 1.91689 -0.0358 -0.0002 0.0137 0.05
H 2.74911 -2.24009 2.88878 -0.0196 -0.0612 -0.0018 0.14
H 0.27814 -4.34523 3.23002 -0.0310 0.0198 0.0096 0.06
H 1.89606 -4.81189 2.73369 -0.0001 0.0044 0.0011 0.11
H 0.52239 -5.16309 1.69054 0.0001 -0.0092 0.0145 0.12
H 2.51961 -2.54080 -0.03274 -0.0139 0.0032 0.0103 0.07
H 1.86848 -4.18526 -0.15802 -0.0318 -0.0112 0.0285 0.11
H 3.11249 -3.80993 1.02119 -0.0113 -0.0168 -0.0056 0.11
C 4.57334 0.80655 -3.04814 -0.0391 -0.0574 0.0403 -0.03
N 3.71463 0.63411 -1.85158 0.0098 -0.0227 0.0197 -0.07
C 2.56208 0.01087 -1.75827 0.0086 0.0336 -0.0199 -0.07
N 2.05737 0.19972 -0.52134 0.0007 0.0140 0.2111 -0.07
C 3.03131 0.98423 0.09103 -0.0910 -0.0570 -0.0668 -0.18
N 4.02416 1.25689 -0.69141 0.0086 -0.0302 -0.0457 0.19
C 3.89712 1.69590 -4.06153 0.0146 0.0031 -0.0530 -0.21
C 4.10346 1.46401 -5.41536 -0.0176 0.0073 0.0084 -0.02
C 3.54923 2.32348 -6.35590 -0.0075 0.0051 0.0022 -0.02
C 2.77460 3.39779 -5.95305 0.0108 -0.0035 -0.0017 0.02
C 2.55646 3.62084 -4.59454 0.0030 0.0020 -0.0188 -0.12
C 3.12722 2.77659 -3.65096 0.0058 0.0118 0.0341 0.02
C 1.73638 4.75391 -4.17529 -0.0553 0.0406 -0.0507 -0.29
N 1.28946 5.71925 -4.89552 0.0572 -0.0537 0.0022 0.15
N 0.55805 6.53465 -4.05270 -0.0284 0.0121 0.0726 0.15
C 0.61478 6.00177 -2.88435 -0.0175 0.0311 -0.0726 -0.28
O 1.34659 4.85320 -2.87420 0.0412 -0.0329 0.0519 0.11
C -0.02939 6.45511 -1.65499 -0.0007 -0.0007 -0.0107 -0.12
C -0.71634 7.66841 -1.64915 -0.0023 0.0053 0.0003 0.02
C -1.36990 8.08146 -0.50174 0.0033 -0.0136 -0.0095 -0.02
C -1.36126 7.28465 0.63676 0.0100 -0.0122 -0.0146 -0.01
C -0.66718 6.08295 0.63354 -0.0121 0.0443 -0.0054 -0.21
C -0.65257 5.22896 1.87501 -0.0058 -0.0568 0.0204 -0.03
N -0.87816 3.80961 1.51503 -0.0210 -0.0245 -0.0206 -0.07
C -0.04438 2.80027 1.57492 0.0187 0.0502 0.0200 -0.10
N -0.62324 1.70449 1.02667 -0.1404 0.2042 -0.4374 -0.08
C -1.86721 2.18972 0.63052 0.1496 -0.0719 0.1996 -0.15
N -2.03508 3.43673 0.92219 -0.0046 0.0782 -0.0346 0.21
C 0.00763 5.67395 -0.50853 0.0040 -0.0073 0.0256 0.01
H 4.77885 -0.18455 -3.44996 0.0095 0.0066 -0.0123 0.14
H 5.50321 1.22382 -2.66431 -0.0112 0.0179 0.0003 0.15
H 2.10229 -0.54546 -2.55903 -0.0036 0.0073 -0.0034 0.15
H 3.00327 1.32346 1.11812 -0.0135 0.0021 -0.0030 0.13
H 4.70800 0.62596 -5.74098 0.0004 0.0018 -0.0037 0.13
H 3.72152 2.14964 -7.40905 -0.0003 -0.0006 0.0005 0.13
H 2.33559 4.07118 -6.67682 -0.0004 0.0002 -0.0017 0.13
H 2.99180 2.99918 -2.59817 -0.0022 0.0051 -0.0038 0.11
H -0.73423 8.26919 -2.54844 -0.0037 0.0039 0.0035 0.13
H -1.90340 9.02167 -0.49518 -0.0011 0.0000 0.0003 0.13
H -1.89610 7.60412 1.52263 -0.0005 0.0041 -0.0002 0.13
H -1.44882 5.50814 2.56224 0.0062 0.0072 0.0009 0.14
H 0.29837 5.25684 2.40941 0.0049 0.0124 -0.0130 0.14
H 0.93968 2.87457 2.01281 0.0022 -0.0165 -0.0058 0.15
H -2.61156 1.59550 0.13290 -0.0361 -0.0226 0.0147 0.11
H 0.55887 4.73913 -0.52792 0.0057 0.0015 -0.0057 0.11
```
Positions in Å, forces in eV/Å.

Values from the calculation:
HOMO energy, eV: -14.94
Net charge: +3
Energy, a.u.: -1997.306961

---

Record 2
# C32H21Cl2FeN7O8

A molecular structure, C32H21Cl2FeN7O8 (the ωB97M-V functional and the def2-TZVPD basis, the Open Molecules 2025 dataset).

The geometry in XYZ format:
```
71
Properties=species:S:1:pos:R:3:forces:R:3:lowdin_charge:R:1
Fe -2.04673 1.93490 -2.31638 -0.0088 0.0271 0.0310 0.59
Cl -0.57611 0.10736 -6.72859 0.0011 -0.0026 -0.0027 0.66
C -0.15488 1.58758 -5.92301 -0.0050 0.0012 0.0175 -0.59
C 0.70423 2.48337 -6.56145 0.0043 0.0071 -0.0024 -0.15
C 1.08073 3.66137 -5.97166 0.0048 -0.0036 -0.0109 -0.62
Cl 2.16690 4.74351 -6.81647 -0.0033 -0.0026 0.0033 0.62
C 0.60318 4.00333 -4.68863 -0.0041 0.0016 0.0068 -0.18
C 0.92971 5.17356 -3.96630 -0.0007 -0.0015 -0.0022 -0.03
C 0.40469 5.36835 -2.72038 -0.0004 0.0044 0.0032 -0.04
C -0.46654 4.41095 -2.17041 -0.0058 0.0055 -0.0035 -0.07
N -0.79197 3.32429 -2.82972 -0.0001 -0.0172 0.0026 0.06
C -0.27297 3.09381 -4.06463 0.0048 -0.0064 0.0049 -0.10
C -0.68682 1.83786 -4.65083 0.0086 0.0011 -0.0138 -0.38
O -1.45890 1.06956 -3.99672 -0.0130 -0.0019 -0.0017 -0.09
H 1.07994 2.23188 -7.54428 0.0006 0.0012 0.0000 0.10
H 1.59782 5.89985 -4.40950 0.0001 -0.0005 0.0003 0.09
H 0.64510 6.25194 -2.14506 0.0002 -0.0004 -0.0001 0.10
H -0.89882 4.52849 -1.18464 -0.0002 -0.0016 0.0005 0.10
O -5.49134 3.64572 -3.65265 -0.0105 -0.0259 0.0131 0.02
C -4.54363 3.36049 -2.92683 0.0196 0.0531 -0.0269 -0.58
O -3.56732 2.61215 -3.27361 0.0026 0.0027 0.0037 -0.06
C -4.53632 3.96931 -1.52437 0.0042 -0.0206 0.0213 -0.02
C -5.57807 4.82149 -1.23627 -0.0039 -0.0026 0.0002 0.06
C -5.69764 5.45058 0.00069 -0.0318 -0.0055 0.0125 -0.15
C -4.73839 5.26456 0.97790 0.0058 -0.0025 -0.0056 0.06
C -3.67844 4.44523 0.68463 0.0137 0.0832 0.0214 -0.07
C -3.53928 3.69226 -0.53117 0.0010 -0.0116 -0.0044 -0.27
O -2.60774 2.83037 -0.63446 0.0105 -0.0043 -0.0232 -0.10
N -2.63106 4.37193 1.69309 0.0356 -0.2865 -0.0204 -0.34
O -1.47152 4.46822 1.32556 -0.0018 0.0545 0.0144 0.05
O -2.95374 4.22378 2.86123 -0.0158 0.0918 -0.0057 0.06
N -6.81337 6.33152 0.27142 0.0162 0.0995 -0.0291 -0.37
O -6.86683 6.88015 1.36591 0.0023 -0.0478 -0.0055 0.03
O -7.64739 6.50187 -0.60217 0.0110 -0.0437 0.0205 0.05
H -6.31304 4.98089 -2.01225 -0.0020 0.0018 0.0011 0.13
H -4.80474 5.76341 1.93275 -0.0025 0.0053 0.0024 0.13
N -0.28328 1.84473 1.76687 0.0060 -0.0087 -0.0346 0.18
C 0.40067 0.68036 1.74447 -0.0337 0.1611 0.1065 -0.49
N 1.01165 0.32733 2.88859 0.1215 0.0957 0.2139 0.18
N 0.47985 -0.08145 0.66705 0.0005 -0.0420 -0.0248 0.13
C -0.18284 0.40475 -0.35348 0.0657 0.0063 -0.0104 -0.27
N -0.76119 0.88886 -1.22940 -0.0431 -0.0546 -0.0242 0.16
H -0.45150 2.33234 2.62779 -0.0006 0.0356 -0.0026 0.10
H -0.82445 2.14294 0.96548 -0.0024 0.0009 -0.0020 0.07
H 1.16538 1.07474 3.54314 -0.0609 -0.0779 0.1025 0.10
H 1.68878 -0.43845 2.95991 -0.1127 -0.1135 -0.4852 0.07
C 4.25492 -10.39333 2.92593 -0.0027 0.0008 -0.0010 -0.13
C 3.00590 -10.50690 2.33322 0.0011 -0.0030 -0.0003 -0.12
C 2.25301 -9.37132 2.06482 0.0004 0.0023 0.0005 -0.07
C 2.72345 -8.09570 2.37909 0.0071 -0.0089 0.0034 -0.23
C 3.98439 -7.99730 2.97590 -0.0014 0.0001 -0.0018 -0.04
C 4.73721 -9.12639 3.24466 0.0019 0.0011 0.0015 -0.11
C 1.90491 -6.89425 2.08737 -0.0315 0.0198 -0.0135 -0.12
C 2.26660 -5.65922 2.34229 0.0259 -0.0282 0.0059 -0.02
C 2.63339 -4.39885 2.61078 -0.0046 0.0356 0.0145 -0.28
C 3.36108 -3.57073 1.66323 -0.0073 -0.0185 -0.0030 -0.08
C 3.76273 -2.30092 1.97486 -0.0248 -0.0232 0.0300 -0.16
C 3.48308 -1.70482 3.21899 0.0520 0.0328 0.1538 -0.23
C 2.77294 -2.48311 4.14984 0.0540 0.0283 0.0197 -0.19
C 2.34367 -3.75559 3.87998 -0.0071 -0.0141 -0.0069 -0.09
H 4.84642 -11.27636 3.13668 0.0001 0.0001 0.0002 0.08
H 2.61453 -11.48524 2.07673 0.0005 -0.0004 0.0004 0.09
H 1.27704 -9.46630 1.59985 -0.0006 0.0003 0.0003 0.10
H 4.35092 -7.00631 3.21948 0.0000 -0.0001 0.0001 0.11
H 5.71230 -9.02219 3.70755 -0.0005 -0.0004 -0.0005 0.09
H 0.93720 -7.13059 1.62410 0.0021 -0.0122 -0.0017 0.08
H 3.58214 -3.98635 0.68780 0.0047 0.0077 -0.0037 0.09
H 4.31678 -1.73953 1.22838 -0.0186 0.0060 -0.0068 0.09
H 3.91224 -0.75023 3.50124 -0.0196 0.0155 -0.0521 0.07
H 2.55255 -2.06770 5.13082 -0.0061 0.0030 0.0001 0.08
H 1.78884 -4.31276 4.62528 -0.0022 0.0009 -0.0005 0.09
```
Positions in Å, forces in eV/Å.

Values from the calculation:
HOMO energy, eV: -1.05
Relative energy (zero: lowest compared OMol25 entry of this formula, charge and spin), kcal per mole: 29.6
Net charge: -2
Energy, a.u.: -4401.316828

---

Values of frontier orbital gap, in order: 4.48; 4.49, all in eV.